(i)
Formula: C3H6N2O2
Source: OMol25
Level of theory: ωB97M-V/def2-TZVPD

Summary:
Structure (SMILES) ... CN1N=CO[C@@H]1O
Net charge ... 0
Frontier orbital gap ... 9.38 eV
Highest occupied orbital energy ... -8.511 eV

XYZ file:
```
13
C3H6N2O2 ωB97M-V/def2-TZVPD
C 1.40707 0.96126 0.52737
N 0.25662 0.50401 -0.18562
N 0.49508 -0.17141 -1.35137
C -0.22153 -1.20874 -1.43987
O -0.94631 -1.56150 -0.31291
C -0.90532 -0.42638 0.58244
O -2.03585 0.39534 0.76865
H 0.94939 1.65161 1.19458
H 1.85245 0.10765 1.11951
H 2.19110 1.39478 -0.06036
H -0.38497 -1.93503 -2.19970
H -0.50597 -0.54613 1.55277
H -2.15177 0.83453 -0.19548
```

Here are the Löwdin charges for atoms 1 to 5, given in e: number 1, C, carries -0.089; number 2, N, carries -0.162; number 3, N, carries 0.051; number 4, C, carries -0.187; number 5, O, carries -0.001



(ii)
Formula: C3H6N2O2
Source: OMol25
Level of theory: ωB97M-V/def2-TZVPD

Summary:
Net charge ... 0
Frontier orbital gap ... 9.42 eV
Highest occupied orbital energy ... -8.916 eV

XYZ file:
```
13
C3H6N2O2 ωB97M-V/def2-TZVPD
N -0.01135 -1.15336 -1.91278
C 0.36150 -0.87927 -0.66798
O 0.22827 -1.76648 0.19352
C 1.06602 0.46947 -0.44940
O 0.79490 1.04681 0.78405
C -0.41225 0.52458 1.29496
N -1.09004 1.40775 1.90454
H -0.44554 -2.05268 -2.04576
H 0.09219 -0.51130 -2.67533
H 0.82334 1.16571 -1.27106
H 2.13502 0.23354 -0.52119
H -0.23176 -0.79858 1.14692
H -1.97844 1.04104 2.23150
```

Here are the Löwdin charges for atoms 1 to 5, given in e: number 1, N, carries 0.202; number 2, C, carries -0.495; number 3, O, carries 0.013; number 4, C, carries -0.148; number 5, O, carries -0.092



Which of them is most stable, and which least? Most stable: (ii); least stable: (i).